The following is a quantum chemistry calculation of a structure of composition C40H117FeO20 in a non-equilibrium geometry, from OMol25.

Last column: Löwdin charge in e.
Positions of all 178 atoms, in Å:
1 Fe -7.92866 27.83601 1.59717  1.11
2 C -5.62012 29.15698 5.13314  -0.07
3 C -6.96536 28.62314 4.65127  -0.39
4 O -7.01945 28.46568 3.28654  -0.31
5 H -5.26967 30.10332 4.72115  0.07
6 H -4.86051 28.37637 5.09149  0.05
7 H -5.65601 29.37242 6.20103  0.06
8 H -7.74997 29.30848 4.97190  0.09
9 H -7.14646 27.65719 5.12269  0.08
10 C -8.94453 23.63817 2.57960  -0.09
11 C -8.08364 24.43052 1.63796  -0.39
12 O -8.05662 25.83372 1.91488  -0.32
13 H -8.77401 22.58881 2.33906  0.08
14 H -9.98667 23.94498 2.49063  0.07
15 H -8.41203 23.76252 3.52252  0.06
16 H -8.35927 24.26323 0.59674  0.09
17 H -7.08073 24.01629 1.74137  0.09
18 C -9.74269 26.17540 -1.90459  -0.10
19 C -8.93903 27.41861 -1.59147  -0.44
20 O -8.79896 27.80557 -0.27375  -0.29
21 H -9.51375 25.72689 -2.87129  0.07
22 H -10.78624 26.48504 -1.84761  0.06
23 H -9.56910 25.39891 -1.15958  0.06
24 H -9.27671 28.18203 -2.29238  0.10
25 H -8.05086 27.14305 -2.16009  0.08
26 C -0.89069 24.53381 7.92155  -0.08
27 C -1.60470 24.06070 6.63571  -0.30
28 O -0.65722 24.04042 5.57877  -0.09
29 H -0.25026 25.37857 7.66797  0.07
30 H -0.18646 23.82961 8.36456  0.07
31 H -1.54095 24.80407 8.75355  0.04
32 H -2.40909 24.74965 6.37803  0.08
33 H -1.94198 23.03271 6.76826  0.11
34 H -0.55158 24.90595 5.17714  0.03
35 C -2.31248 28.03309 7.25586  -0.05
36 C -1.78135 28.50119 8.68868  -0.26
37 O -1.58622 27.28417 9.35928  -0.11
38 H -1.97047 27.03200 6.99328  0.06
39 H -1.88531 28.72327 6.52834  0.03
40 H -3.40052 27.98517 7.21163  0.05
41 H -2.44326 29.23055 9.15559  0.10
42 H -0.78520 28.93639 8.60875  0.09
43 H -2.46978 26.98661 9.58815  0.03
44 C -6.67796 31.12169 10.99800  -0.10
45 C -5.91529 31.08468 9.64897  -0.27
46 O -6.71994 30.29142 8.75485  -0.10
47 H -7.65131 31.61115 10.96447  0.06
48 H -6.16961 31.68190 11.78276  0.07
49 H -6.86823 30.08596 11.27933  0.07
50 H -5.04958 30.47858 9.91597  0.10
51 H -5.75171 32.11453 9.33155  0.10
52 H -7.08475 30.87034 8.08151  0.03
53 C 0.33592 29.57047 5.70819  -0.07
54 C -0.16172 31.02709 5.89688  -0.31
55 O 0.30659 31.57944 4.72222  -0.11
56 H 0.23171 29.00851 6.63633  0.05
57 H 1.40832 29.56934 5.51306  0.08
58 H -0.05186 28.93123 4.91504  0.05
59 H 0.37440 31.58154 6.66711  0.12
60 H -1.23709 31.19280 5.83192  0.11
61 H 0.40748 32.51376 4.91836  0.08
62 C -7.95347 27.13585 8.55826  -0.10
63 C -8.43451 25.83776 9.10563  -0.32
64 O -9.66017 26.10420 9.80122  -0.06
65 H -7.54374 27.76328 9.34981  0.06
66 H -8.71884 27.70951 8.03557  0.07
67 H -7.10165 26.99978 7.89195  0.06
68 H -7.63594 25.41325 9.71406  0.09
69 H -8.55493 25.17370 8.24970  0.10
70 H -9.49845 25.76546 10.68479  0.08
71 C -11.89609 27.67711 1.88148  -0.05
72 C -10.95376 28.90364 2.03885  -0.22
73 O -9.72211 28.35759 2.51073  -0.17
74 H -12.18977 27.26536 2.84704  0.05
75 H -11.47591 26.80824 1.37490  0.08
76 H -12.80842 27.88746 1.32337  0.07
77 H -11.31341 29.60335 2.79327  0.11
78 H -10.71366 29.39450 1.09571  0.11
79 H -9.88247 28.13301 3.43020  0.05
80 C -8.92424 32.19569 1.23512  -0.06
81 C -8.25495 31.10856 0.33830  -0.28
82 O -7.51703 30.20404 1.09459  -0.12
83 H -8.20312 32.85860 1.71327  0.05
84 H -9.62579 31.80997 1.97482  0.06
85 H -9.45769 32.91604 0.61493  0.07
86 H -7.61659 31.66031 -0.35174  0.11
87 H -8.98207 30.58576 -0.28304  0.11
88 H -6.65061 30.53498 1.34236  0.07
89 C -11.08643 25.24904 5.02626  -0.05
90 C -10.14828 26.45499 5.29469  -0.24
91 O -10.82905 27.64555 4.88347  -0.12
92 H -11.28922 25.18214 3.95738  0.06
93 H -12.06043 25.33601 5.50780  0.08
94 H -10.52398 24.37822 5.36304  0.08
95 H -9.19391 26.43056 4.76868  0.10
96 H -10.03210 26.67269 6.35639  0.10
97 H -11.34103 27.92965 5.64424  0.10
98 C -4.86693 25.26963 4.72077  -0.07
99 C -5.91941 24.40553 5.43231  -0.33
100 O -7.01306 25.15749 5.77518  -0.08
101 H -4.33329 25.98242 5.34947  0.05
102 H -5.39016 25.73977 3.88812  0.07
103 H -4.09802 24.61132 4.31641  0.08
104 H -5.59640 23.57765 6.06346  0.12
105 H -6.28449 23.87830 4.55092  0.09
106 H -7.09359 25.84847 5.11362  0.04
107 C -7.39939 36.72907 4.87737  -0.09
108 C -8.30668 36.01926 3.90274  -0.34
109 O -7.64979 34.88273 3.42057  -0.07
110 H -6.41029 37.04614 4.54682  0.08
111 H -7.26061 36.08539 5.74599  0.04
112 H -7.90840 37.60009 5.29009  0.08
113 H -8.61164 36.68753 3.09745  0.11
114 H -9.26341 35.88657 4.40789  0.10
115 H -7.29475 34.31919 4.11193  0.08
116 C -4.34410 26.35880 0.38818  -0.06
117 C -5.53124 26.98505 -0.24918  -0.28
118 O -6.03062 27.94836 0.68201  -0.15
119 H -3.78109 25.72083 -0.29308  0.09
120 H -4.63371 25.77954 1.26492  0.08
121 H -3.77463 27.24777 0.65936  0.06
122 H -6.24627 26.21104 -0.52800  0.12
123 H -5.29135 27.48116 -1.18962  0.12
124 H -5.36593 28.64068 0.66045  0.05
125 C -3.59973 31.74429 1.95249  -0.05
126 C -3.77598 31.38599 0.47039  -0.30
127 O -4.70117 30.35995 0.39187  -0.09
128 H -4.54707 32.09575 2.36130  0.07
129 H -2.89298 32.55985 2.10573  0.08
130 H -3.25299 30.90128 2.55015  0.06
131 H -2.86417 31.07242 -0.03791  0.12
132 H -4.09212 32.28332 -0.06155  0.12
133 H -4.81157 30.20294 -0.54875  0.11
134 C -8.80829 33.36063 7.04151  -0.05
135 C -8.72477 32.00546 6.30876  -0.30
136 O -7.39297 31.56478 6.27126  -0.11
137 H -9.83541 33.71539 6.95640  0.06
138 H -8.12719 34.16616 6.76706  0.06
139 H -8.67217 33.18285 8.10826  0.07
140 H -9.05069 32.07607 5.27103  0.12
141 H -9.21741 31.20754 6.86440  0.10
142 H -7.41655 30.74983 5.76441  0.03
143 C -4.59443 34.11963 7.31352  -0.10
144 C -3.31424 34.71404 6.78919  -0.29
145 O -3.20311 36.17815 7.10639  -0.08
146 H -4.46517 34.10876 8.39578  0.07
147 H -4.91610 33.17048 6.88488  0.07
148 H -5.32045 34.88140 7.02945  0.06
149 H -3.26467 34.55130 5.71255  0.10
150 H -2.49585 34.06484 7.10041  0.10
151 H -2.84437 36.24915 7.99400  0.07
152 C -12.09015 31.53780 6.77558  -0.08
153 C -13.25990 31.33234 5.76655  -0.26
154 O -13.68762 32.64235 5.34692  -0.09
155 H -11.41436 30.68304 6.74728  0.05
156 H -12.45973 31.50773 7.80056  0.07
157 H -11.53491 32.47371 6.71343  0.05
158 H -13.98630 30.60004 6.11892  0.11
159 H -12.83770 30.97268 4.82821  0.09
160 H -12.87372 33.12457 5.18371  0.07
161 C -1.43163 28.30534 2.41195  -0.07
162 C -1.83772 27.08880 3.24315  -0.31
163 O -0.75354 26.46151 3.88321  -0.07
164 H -0.63188 28.04853 1.71728  0.08
165 H -1.05809 29.16774 2.96405  0.06
166 H -2.29337 28.66714 1.85106  0.05
167 H -2.31242 26.33425 2.61593  0.10
168 H -2.66048 27.42722 3.87293  0.10
169 H -0.36631 25.91036 3.19918  0.10
170 C -4.78599 24.90109 8.61440  -0.08
171 C -4.79355 25.50889 9.99263  -0.28
172 O -3.41342 25.69475 10.36355  -0.08
173 H -5.79481 24.52823 8.43732  0.07
174 H -4.10393 24.07346 8.41962  0.08
175 H -4.59081 25.63117 7.82893  0.07
176 H -5.34008 24.79463 10.60844  0.11
177 H -5.38401 26.41369 10.13688  0.11
178 H -3.41423 25.59458 11.31832  0.10

Forces on atoms 1 to 2 (eV/Å):
Fe -0.2785 -1.8082 -0.2938
C 0.2121 -0.2940 1.0501

- molecular weight (g mol⁻¹) = 974.201
- LUMO energy (alpha / beta) (Eh) = 0.00771 / -0.00906
- electronic energy (Eh) = -4362.343116
- highest occupied orbital energy (alpha / beta) (eV) = -8.3 / -8.0
- HOMO-LUMO gap (alpha / beta) (eV) = 8.525 / 7.723
- <S²> = 8.761
- multiplicity = 6